Entry from the OMol25 dataset: the molecule C19H33N3O2 (the ωB97M-V functional and the def2-TZVPD basis).

Results
HOMO energy (eV): -8.6
SMILES: O=C(NCC(=O)N1CCC(N2CCCCC2)CC1)C1CCCCC1
Total charge: 0
HOMO-LUMO gap (eV): 9.3
Multiplicity: 1

Each line ends with the Löwdin charge.
Atoms and positions in Å:
O -2.5470 -1.0572 -2.1395  0.053
C -2.7715 -0.7225 -0.9911  -0.475
N -2.6891 -1.5887 0.0401  0.098
H -2.8633 -1.2719 0.9800  0.141
C -2.3919 -2.9952 -0.1144  -0.067
C -1.0738 -3.3584 0.5813  -0.436
O -1.0988 -3.8885 1.6790  0.047
N 0.0750 -3.0654 -0.0540  -0.048
C 0.2430 -2.3615 -1.3022  -0.129
H -0.7072 -2.2038 -1.8079  0.093
C 0.9072 -1.0027 -1.0632  -0.121
H 1.0068 -0.5054 -2.0277  0.121
H 0.2584 -0.4038 -0.4224  0.106
C 2.2685 -1.1798 -0.3880  -0.320
N 2.9407 0.0740 -0.0381  -0.130
C 2.6755 1.2223 -0.8865  -0.204
C 3.2571 2.4833 -0.2486  -0.186
C 4.7611 2.3415 -0.0563  -0.213
C 5.0262 1.0820 0.7579  -0.186
C 4.3770 -0.1184 0.0779  -0.202
H 4.5694 -1.0146 0.6697  0.110
H 4.8366 -0.2664 -0.9186  0.128
H 4.5965 1.1951 1.7542  0.115
H 6.0983 0.9059 0.8610  0.109
H 5.1659 3.2192 0.4507  0.107
H 5.2497 2.2582 -1.0304  0.111
H 2.7819 2.6321 0.7222  0.115
H 3.0286 3.3434 -0.8807  0.109
H 1.5992 1.3576 -0.9868  0.103
H 3.1066 1.0932 -1.8972  0.131
C 2.0429 -1.9824 0.9033  -0.110
C 1.3374 -3.3049 0.6160  -0.131
H 1.1276 -3.8413 1.5427  0.120
H 1.9635 -3.9320 -0.0289  0.131
H 2.9894 -2.1875 1.4019  0.107
H 1.4333 -1.3797 1.5779  0.129
H 2.9046 -1.7737 -1.0734  0.153
H 0.8841 -2.9700 -1.9522  0.134
H -3.1742 -3.5866 0.3727  0.131
H -2.3803 -3.2236 -1.1809  0.124
C -3.1748 0.6955 -0.6134  -0.239
C -2.1792 1.3491 0.3500  -0.159
C -2.6048 2.7835 0.6537  -0.197
C -4.0124 2.8141 1.2411  -0.207
C -5.0034 2.1618 0.2817  -0.199
C -4.5874 0.7245 -0.0193  -0.158
H -4.6187 0.1429 0.9054  0.115
H -5.2886 0.2718 -0.7233  0.124
H -6.0050 2.1711 0.7160  0.110
H -5.0366 2.7323 -0.6488  0.116
H -4.0210 2.2779 2.1932  0.114
H -4.3097 3.8459 1.4374  0.108
H -1.8981 3.2354 1.3528  0.111
H -2.5847 3.3690 -0.2680  0.117
H -2.1294 0.7864 1.2856  0.118
H -1.1819 1.3501 -0.0956  0.105
H -3.1794 1.2666 -1.5479  0.155



Entry from the OMol25 dataset: the molecule C19H33N3O3S2 (the ωB97M-V functional and the def2-TZVPD basis).

Results
HOMO energy (eV): -8.7
SMILES: CC(C)CN(CC(C)C)S(=O)(=O)N1CCC(C(=O)NCc2cccs2)CC1
Total charge: 0
HOMO-LUMO gap (eV): 9.4
Multiplicity: 1

Each line ends with the Löwdin charge.
Atoms and positions in Å:
C -4.7459 -2.7127 -1.4011  -0.072
H -4.0931 -3.0897 -2.1847  0.083
H -5.3446 -1.9024 -1.8122  0.075
H -5.4159 -3.5133 -1.0974  0.078
C -3.9200 -2.2317 -0.2110  -0.414
C -3.0886 -3.3690 0.3720  -0.064
H -2.4003 -3.7524 -0.3767  0.083
H -2.4970 -3.0122 1.2109  0.075
H -3.7313 -4.1789 0.7101  0.079
H -4.6031 -1.8611 0.5607  0.124
C -3.0054 -1.0806 -0.6548  -0.190
N -2.1808 -0.5700 0.4129  -0.237
S -0.5667 -0.5590 0.1324  0.640
O 0.0870 -0.1580 1.3457  -0.271
O -0.2016 -1.8149 -0.4438  -0.261
N -0.3840 0.6045 -1.0784  -0.209
C 0.5581 0.2384 -2.1188  -0.195
C 1.9980 0.3289 -1.6191  -0.121
C 2.2888 1.7519 -1.1283  -0.224
C 3.7163 1.8548 -0.5962  -0.474
O 4.5591 2.5522 -1.1216  0.065
N 3.9560 1.1195 0.5101  0.082
H 3.2467 0.4937 0.8593  0.137
C 5.2867 0.9949 1.0739  -0.182
C 5.9316 -0.2853 0.6524  -0.525
C 6.5071 -0.5672 -0.5480  -0.130
C 6.9665 -1.8999 -0.6409  -0.189
C 6.7271 -2.6131 0.4879  -0.423
S 5.9324 -1.6752 1.6887  1.022
H 6.9682 -3.6364 0.6965  0.057
H 7.4553 -2.3047 -1.5089  0.100
H 6.5995 0.1606 -1.3341  0.115
H 5.8611 1.8434 0.6902  0.127
H 5.2222 1.0530 2.1634  0.116
C 1.2613 2.1734 -0.0737  -0.128
C -0.1634 1.9495 -0.5863  -0.184
H -0.3884 2.6389 -1.4072  0.134
H -0.8738 2.1177 0.2217  0.097
H 1.3827 1.5837 0.8346  0.092
H 1.3955 3.2276 0.1758  0.130
H 2.2255 2.4352 -1.9830  0.153
H 2.1086 -0.3922 -0.8061  0.111
H 2.6902 0.0597 -2.4188  0.131
H 0.3962 0.9114 -2.9665  0.133
H 0.3239 -0.7824 -2.4181  0.113
C -2.7493 0.1793 1.5069  -0.167
H -3.4356 -0.4679 2.0634  0.130
H -1.9003 0.4010 2.1547  0.110
C -3.4732 1.4835 1.1088  -0.411
C -4.9871 1.2869 1.0325  -0.071
H -5.4723 2.2105 0.7238  0.079
H -5.3789 1.0079 2.0086  0.084
H -5.2506 0.5092 0.3216  0.062
C -3.1534 2.5920 2.1116  -0.074
H -2.0826 2.7753 2.1645  0.071
H -3.5006 2.3114 3.1035  0.085
H -3.6469 3.5185 1.8257  0.079
H -3.1094 1.7865 0.1210  0.126
H -3.5983 -0.2741 -1.1027  0.123
H -2.3092 -1.4507 -1.4078  0.118



Entry from the OMol25 dataset: a structure of composition C19H33N4RhSSi2 (the ωB97M-V functional and the def2-TZVPD basis).

Results
HOMO energy (alpha / beta) (eV): -14.1 / -14.4
Total charge: +2
HOMO-LUMO gap (alpha / beta) (eV): 8.3 / 6.0
Multiplicity: 5

Each line ends with the Mulliken spin population.
Atoms and positions in Å:
Rh 0.2060 -0.0931 0.0266  2.634
C -4.5299 2.3053 -0.6873  0.005
N -4.3383 0.9274 -0.2632  0.011
C -5.3218 0.0906 0.2147  0.000
C -4.7475 -1.0843 0.5070  0.007
N -3.3878 -0.9782 0.2000  0.013
C -3.1557 0.2893 -0.2684  -0.004
S -1.7598 1.0633 -0.8387  0.316
C -2.4832 -2.0527 0.3733  -0.005
C -2.9841 -3.3433 0.5210  0.007
C -2.1144 -4.3884 0.7629  0.004
C -0.7526 -4.1362 0.8419  0.014
C -0.3318 -2.8406 0.6560  0.056
N -1.1727 -1.8111 0.4247  0.070
H -5.5907 2.5352 -0.6578  0.001
H -4.1612 2.4464 -1.7012  -0.003
H -3.9978 2.9847 -0.0226  0.000
H -6.3486 0.3967 0.3138  0.000
H -5.1938 -1.9623 0.9305  0.001
H -4.0393 -3.5432 0.4293  0.002
H -2.5014 -5.3910 0.8835  0.000
H -0.0438 -4.9281 1.0347  0.001
H 0.7234 -2.5901 0.6962  -0.037
C 2.8021 1.0650 -4.7283  0.001
C 2.5218 -0.3190 -4.1159  0.000
C 1.7386 -0.2273 -2.9072  0.017
N 1.1250 -0.1498 -1.9417  0.063
H 3.4459 0.9380 -5.5949  0.000
H 3.3057 1.7152 -4.0152  0.000
H 1.8819 1.5477 -5.0513  0.000
H 3.4597 -0.8191 -3.8638  0.000
H 1.9860 -0.9515 -4.8262  0.001
C 3.3643 -1.3388 0.5706  0.029
Si 3.1902 0.1229 1.7876  0.028
C 4.3640 1.5274 1.3666  0.043
C 3.4928 -0.5848 3.4940  0.008
C 1.4091 0.8087 1.5482  0.653
Si 0.5353 1.6848 3.0128  0.014
C 0.9316 0.9706 4.7003  0.007
C 1.0705 3.4884 2.9189  0.034
C -1.3318 1.4566 2.7487  0.029
H 4.4019 -1.4083 0.2348  0.004
H 2.7406 -1.2532 -0.3197  -0.010
H 3.1292 -2.2773 1.0778  0.000
H 5.3918 1.1582 1.3915  0.005
H 4.2900 2.3406 2.0906  -0.001
H 4.1779 1.9413 0.3742  0.000
H 4.3939 -1.2013 3.4654  0.002
H 2.6697 -1.2199 3.8244  0.000
H 3.6534 0.1853 4.2481  0.000
H 1.3341 1.3904 0.5829  -0.017
H 1.9535 1.1889 5.0094  -0.001
H 0.7869 -0.1105 4.7361  0.000
H 0.2656 1.4162 5.4412  0.001
H 2.1449 3.5846 3.0840  -0.002
H 0.5615 4.0551 3.7014  0.005
H 0.8288 3.9427 1.9569  0.000
H -1.5862 0.4011 2.6125  -0.002
H -1.6829 2.0222 1.8865  -0.005
H -1.8715 1.8178 3.6272  0.001



Entry from the OMol25 dataset: a structure of composition C19H33NbO13S3 (the ωB97M-V functional and the def2-TZVPD basis).

Results
HOMO energy (eV): -0.5
Total charge: -2
HOMO-LUMO gap (eV): 3.4
Multiplicity: 1

Each line ends with the Löwdin charge.
Atoms and positions in Å:
C -0.8219 -3.7894 -2.5222  -0.098
C -1.5987 -2.6491 -2.8309  -0.326
Nb -2.7836 -0.7967 -3.4180  1.177
O -1.3360 0.5577 -2.7135  -0.425
C -0.2783 -0.0840 -1.9205  -0.400
O -0.4364 -0.5796 -0.6644  -0.119
C 1.2332 -0.1242 -2.6349  -0.036
C 1.4829 -1.1190 -3.9142  0.028
C 2.9599 -1.0971 -4.6248  -0.057
C 4.1048 -0.0777 -4.0031  -0.117
C 3.8951 0.9063 -2.7078  -0.095
C 2.3847 0.8731 -1.9966  -0.024
C -1.7966 -0.9662 -5.5091  -0.648
O -1.3251 -2.1322 -6.0139  -0.311
O -1.7017 0.2355 -6.3628  -0.400
H 0.0109 -4.6413 -2.4991  0.008
H -3.7281 0.6259 -4.1174  -0.141
H -3.6688 -0.7040 -1.8269  -0.173
H -4.1249 -1.8636 -4.0279  -0.153
H 0.6443 -1.8281 -4.3184  0.073
H 3.1648 -1.7676 -5.5627  0.078
H 5.1549 -0.0818 -4.5389  0.055
H 4.7568 1.6162 -2.2960  0.071
H 2.1622 1.5561 -1.0540  0.074
O 2.7273 3.8320 0.6333  -0.293
S 1.9614 4.8830 -0.0021  0.617
O 2.5893 5.9349 -0.7708  -0.295
O 0.9720 5.5600 1.1021  -0.279
C 1.5356 6.0579 2.3072  -0.283
C 2.2152 7.3969 2.0905  -0.080
C 0.6982 4.1364 -1.0025  -0.115
H 2.2264 5.3285 2.7440  0.119
H 0.7111 6.1856 3.0163  0.108
H 3.1021 7.2896 1.4605  0.069
H 2.5274 7.8308 3.0447  0.076
H 1.5411 8.0958 1.5841  0.085
H 0.1825 3.3762 -0.4127  0.080
H 1.1800 3.6768 -1.8678  0.074
H 0.0037 4.9117 -1.3315  0.078
O -4.2871 5.7339 5.5015  -0.294
S -3.3906 4.6415 5.8145  0.621
O -2.0208 4.8636 6.2220  -0.293
O -3.4046 3.5744 4.5827  -0.263
C -3.1263 4.0441 3.2714  -0.266
C -1.6399 4.2671 3.0654  -0.072
C -4.1711 3.5974 7.0205  -0.129
H -3.6976 4.9532 3.0544  0.117
H -3.4722 3.2725 2.5758  0.133
H -1.2789 5.0975 3.6780  0.059
H -1.4253 4.4996 2.0185  0.079
H -1.0708 3.3782 3.3575  0.097
H -5.1902 3.3807 6.6949  0.074
H -4.1873 4.1334 7.9717  0.072
H -3.5905 2.6785 7.1212  0.075
O 0.7424 -7.6277 -2.0628  -0.276
S 0.6996 -8.8543 -1.2956  0.621
O -0.5440 -9.5247 -0.9861  -0.291
O 1.5403 -8.6460 0.0850  -0.275
C 1.2022 -7.5558 0.9305  -0.275
C -0.0518 -7.8446 1.7341  -0.079
C 1.7973 -10.0303 -2.0477  -0.131
H 1.0982 -6.6320 0.3511  0.123
H 2.0425 -7.4122 1.6177  0.121
H -0.9297 -7.9004 1.0851  0.074
H -0.2263 -7.0583 2.4739  0.081
H 0.0317 -8.8073 2.2493  0.079
H 2.7578 -9.5474 -2.2371  0.073
H 1.3497 -10.3568 -2.9886  0.075
H 1.9156 -10.8830 -1.3764  0.069



Number 1: strongest force on any atom 0.52 eV Å⁻¹. Number 2: strongest force on any atom 0.97 eV Å⁻¹. Number 3: strongest force on any atom 0.83 eV Å⁻¹. Number 4: strongest force on any atom 10.60 eV Å⁻¹.